1.
The following is a DFT calculation (ωB97M-V with the def2-TZVPD basis set) of a structure of composition C29H23Cl2N2O2SeTc.

Each line ends with the Löwdin spin population.
Cartesian coordinates (Å):
Tc 10.127 11.365 10.564  2.388
O 12.011 11.018 14.259  0.032
C 11.282 11.352 13.292  0.009
O 11.715 11.239 11.996  0.075
C 9.866 11.695 13.462  0.032
C 9.371 11.943 14.749  0.000
C 8.121 12.383 14.954  0.023
C 7.237 12.486 13.812  -0.002
C 5.901 12.941 13.950  0.005
C 5.101 13.014 12.842  -0.005
C 5.697 12.871 11.569  0.006
C 7.012 12.587 11.376  0.000
C 7.780 12.219 12.495  0.014
N 9.095 11.767 12.331  0.046
H 10.149 11.862 15.507  0.000
H 7.845 12.639 16.015  0.001
H 5.675 13.278 14.930  0.000
H 4.065 13.213 12.896  0.000
H 4.944 12.999 10.731  0.000
H 7.411 12.514 10.333  0.002
N 10.766 9.441 10.296  0.024
C 9.837 8.615 11.099  0.025
C 10.298 7.825 12.080  0.008
C 9.421 7.020 12.778  0.013
C 8.101 6.983 12.421  0.009
C 7.593 7.810 11.469  0.010
C 8.468 8.725 10.804  0.016
C 8.008 9.595 9.690  0.069
C 6.850 9.238 8.932  -0.011
C 6.497 9.949 7.779  0.066
C 7.437 10.881 7.228  -0.014
C 8.607 11.140 7.939  0.055
C 8.800 10.720 9.245  0.027
H 10.782 9.261 9.322  0.006
H 11.698 9.406 10.665  0.002
H 11.358 7.668 12.301  0.000
H 9.749 6.322 13.530  0.001
H 7.449 6.200 12.824  0.000
H 6.488 7.878 11.310  0.000
H 6.270 8.394 9.224  -0.002
H 5.565 9.744 7.236  0.004
H 7.247 11.293 6.242  -0.002
H 9.311 11.827 7.484  0.001
Se 11.056 13.140 9.414  0.022
C 9.629 14.214 8.773  0.034
C 9.676 14.571 7.405  0.006
C 9.000 15.646 6.964  0.002
C 8.156 16.368 7.806  -0.003
C 7.999 15.926 9.081  0.001
C 8.828 14.961 9.640  -0.001
H 10.138 13.879 6.703  0.000
H 9.018 15.953 5.892  0.000
H 7.496 17.109 7.435  0.000
H 7.318 16.376 9.808  0.000
H 8.877 14.797 10.720  0.001
Cl 13.585 10.228 9.156  0.005
C 13.348 10.226 7.266  -0.001
Cl 14.615 11.085 6.500  0.000
H 12.386 10.719 7.094  -0.001
H 13.334 9.197 6.904  0.000

Summary:
**Highest occupied orbital energy (alpha / beta)**: -10.7 / -11.5 eV
**Charge**: +1
**Energy relative to the best compared isomer or geometry (same formula, charge and spin)**: 0.0 kcal per mole
**2S+1**: 4



2.
The following is a DFT calculation (ωB97M-V with the def2-TZVPD basis set) of a cluster of 5 separate species, C29H23ClF3O21PS in total.

Each line ends with the Löwdin charge.
Cartesian coordinates (Å):
O 7.825 2.345 0.411  -0.301
S 7.160 1.125 -0.271  0.877
O 6.200 1.806 -1.287  -0.305
O 6.553 -0.159 0.702  -0.252
C 6.481 -1.395 -0.146  -0.214
C 5.006 -1.166 -0.877  -0.132
C 3.881 -2.286 -0.466  -0.048
C 2.539 -1.983 -1.413  -0.208
F 1.265 -2.031 -0.624  -0.014
F 2.372 -3.007 -2.500  -0.014
F 2.587 -0.663 -2.087  0.001
C 7.690 -1.086 -1.249  -0.464
P 8.966 -2.487 -1.609  0.660
O 9.769 -3.028 -0.162  -0.389
Cl 7.760 -4.087 -2.384  0.126
O 8.415 0.200 -0.980  -0.257
H 6.597 -2.325 0.555  0.180
H 5.145 -1.168 -2.042  0.129
H 4.562 -0.111 -0.542  0.144
H 3.638 -2.142 0.672  0.146
H 4.239 -3.360 -0.762  0.137
H 7.293 -0.869 -2.353  0.143
H 10.746 -3.149 -0.369  0.069
C -1.089 -1.729 1.838  0.080
C -2.399 -1.499 1.718  -0.197
C -3.337 -1.769 2.843  -0.300
O -4.532 -1.531 2.710  0.105
C -2.781 -2.326 4.086  0.040
C -1.472 -2.559 4.204  -0.210
C -0.531 -2.263 3.089  -0.302
O 0.669 -2.470 3.234  0.096
O -0.943 -3.085 5.368  0.078
O -2.931 -1.000 0.544  0.069
H -0.396 -1.535 1.029  0.116
H -3.476 -2.535 4.889  0.133
H 0.022 -3.159 5.206  0.115
H -3.896 -0.920 0.709  0.080
C -4.689 0.786 -2.492  0.085
C -5.012 1.297 -3.681  -0.205
C -6.275 2.061 -3.878  -0.305
O -6.535 2.535 -4.979  0.109
C -7.175 2.214 -2.725  0.079
C -6.854 1.700 -1.536  -0.205
C -5.578 0.960 -1.333  -0.287
O -5.302 0.514 -0.224  0.101
O -7.697 1.837 -0.448  0.083
O -4.183 1.136 -4.776  0.083
H -3.774 0.231 -2.334  0.139
H -8.098 2.756 -2.886  0.138
H -7.242 1.381 0.293  0.117
H -4.635 1.597 -5.516  0.117
C -5.757 1.702 6.801  0.079
C -4.946 1.024 5.987  -0.197
C -3.834 0.190 6.522  -0.275
O -3.117 -0.437 5.751  0.092
C -3.638 0.155 7.980  0.084
C -4.448 0.836 8.793  -0.207
C -5.576 1.648 8.260  -0.306
O -6.315 2.248 9.034  0.106
O -4.268 0.811 10.164  0.081
O -5.108 1.072 4.615  0.085
H -6.570 2.311 6.426  0.138
H -2.816 -0.441 8.355  0.139
H -4.980 1.379 10.531  0.117
H -4.400 0.499 4.248  0.096
C 3.976 2.296 -5.654  0.081
C 3.490 3.021 -6.664  -0.208
C 2.270 2.596 -7.405  -0.307
O 1.837 3.293 -8.315  0.104
C 1.629 1.333 -7.009  0.077
C 2.116 0.606 -6.001  -0.203
C 3.320 1.045 -5.243  -0.297
O 3.734 0.365 -4.310  0.090
O 1.520 -0.584 -5.626  0.083
O 4.103 4.196 -7.058  0.080
H 4.860 2.594 -5.105  0.139
H 0.753 1.026 -7.567  0.137
H 2.057 -0.919 -4.875  0.104
H 3.562 4.535 -7.804  0.116

Summary:
**SMILES string**: O=S1(=O)O[C@@H](CCC(F)(F)F)[C@H](P(O)Cl)O1.O=C1C=C(O)C(=O)C=C1O.O=C1C=C(O)C(=O)C=C1O.O=C1C=C(O)C(=O)C=C1O.O=C1C=C(O)C(=O)C=C1O
**Highest occupied orbital energy**: -9.5 eV



3.
The following is a DFT calculation (ωB97M-V with the def2-TZVPD basis set) of a structure of composition C29H23CuN3O4S2Te.

Each line ends with the Löwdin spin population.
Cartesian coordinates (Å):
Cu 0.078 0.799 0.424  0.654
O 0.184 3.553 -2.910  0.000
C 0.250 2.780 -1.844  -0.001
O -0.595 1.979 -1.518  -0.003
C 1.512 2.983 -1.053  0.002
C 2.470 3.921 -1.406  0.002
C 3.603 4.031 -0.617  -0.002
C 3.738 3.197 0.484  0.002
C 2.733 2.286 0.764  0.002
N 1.636 2.188 0.010  0.040
C 2.744 1.311 1.922  0.000
O 3.779 1.273 2.736  0.000
O 1.805 0.568 2.090  0.001
H -0.644 3.379 -3.388  0.000
H 2.322 4.544 -2.276  0.000
H 4.372 4.752 -0.855  0.000
H 4.626 3.278 1.095  0.000
H 4.480 1.898 2.510  0.000
S -5.525 0.341 2.141  0.000
C -7.209 0.118 1.978  0.000
C -7.505 -0.775 0.994  0.000
C -6.346 -1.291 0.363  0.000
C -5.187 -0.780 0.878  0.001
C -3.818 -1.098 0.472  0.002
C -2.779 -0.165 0.649  0.003
N -1.527 -0.396 0.306  0.066
C -1.222 -1.574 -0.292  0.004
C -2.169 -2.573 -0.504  0.002
C -1.754 -3.806 -1.120  0.001
C -0.476 -3.996 -1.510  0.001
C 0.513 -2.965 -1.331  0.001
C 1.847 -3.085 -1.746  -0.003
C 2.740 -2.048 -1.549  0.002
C 2.242 -0.882 -0.939  0.004
N 0.991 -0.739 -0.557  0.055
C 0.128 -1.765 -0.733  0.003
C 4.145 -2.128 -1.948  0.000
C 4.904 -3.252 -2.114  0.000
C 6.238 -2.965 -2.503  0.000
C 6.468 -1.631 -2.629  0.000
S 5.071 -0.712 -2.282  0.000
C -3.485 -2.317 -0.091  -0.003
H -7.889 0.653 2.619  0.000
H -8.514 -1.052 0.728  0.000
H -6.377 -1.995 -0.457  0.000
H -2.988 0.806 1.082  0.000
H -2.494 -4.583 -1.265  0.000
H -0.174 -4.927 -1.970  0.000
H 2.168 -3.996 -2.237  0.000
H 2.902 -0.042 -0.760  0.001
H 4.539 -4.254 -1.943  0.000
H 6.991 -3.718 -2.679  0.000
H 7.381 -1.136 -2.918  0.000
H -4.240 -3.083 -0.210  0.000
C -2.664 3.195 2.307  0.017
Te -0.670 2.463 2.367  0.124
C -1.053 1.036 3.892  0.011
H -3.358 2.387 2.521  0.000
H -2.864 3.627 1.330  0.001
H -2.744 3.961 3.073  0.005
H -1.344 1.574 4.789  0.003
H -0.137 0.476 4.062  0.000
H -1.849 0.370 3.566  0.001

Summary:
**Highest occupied orbital energy (alpha / beta)**: -12.9 / -12.9 eV
**Charge**: +2
**Energy relative to the best compared isomer or geometry (same formula, charge and spin)**: 0.9 kcal per mole
**2S+1**: 2



4.
The following is a DFT calculation (ωB97M-V with the def2-TZVPD basis set) of a structure of composition C29H24Cl3Ge2IN2ORuS.

Each line ends with the Löwdin spin population.
Cartesian coordinates (Å):
Ru 0.542 1.982 0.203  3.231
O -0.225 1.980 2.225  0.126
N 0.527 1.476 3.203  0.008
C -0.076 1.374 4.411  0.002
C 0.587 0.881 5.497  0.006
C 1.916 0.468 5.338  0.001
C 2.505 0.572 4.107  0.010
C 1.812 1.091 2.998  0.020
S 2.541 1.278 1.455  0.170
H -1.099 1.715 4.417  0.000
H 0.076 0.817 6.446  0.000
H 2.470 0.067 6.176  0.000
H 3.526 0.259 3.941  0.002
Cl 1.360 1.432 -4.209  0.007
Ge -0.302 1.196 -2.840  0.038
Cl -1.010 3.219 -2.507  0.037
Cl -1.916 0.412 -4.025  0.014
I -0.020 5.312 0.762  0.036
C 1.554 4.935 -0.555  0.012
C 2.252 5.964 -1.160  0.002
C 3.281 5.619 -2.023  0.003
C 3.575 4.282 -2.234  0.001
C 2.826 3.328 -1.572  0.010
N 1.823 3.650 -0.752  0.068
H 1.995 6.994 -0.967  0.001
H 3.847 6.393 -2.524  0.000
H 4.368 3.975 -2.901  0.000
H 3.014 2.270 -1.697  0.002
C 0.202 0.357 -1.212  0.120
Ge -0.841 -1.274 -0.851  0.024
C -0.562 -2.460 -2.383  0.006
C -1.570 -2.943 -3.215  0.002
C -1.272 -3.742 -4.310  0.000
C 0.045 -4.066 -4.599  0.001
C 1.064 -3.582 -3.794  0.000
C 0.759 -2.785 -2.699  0.002
C -2.697 -0.839 -0.447  0.002
C -2.958 0.363 0.212  0.006
C -4.252 0.738 0.540  0.001
C -5.312 -0.097 0.221  0.000
C -5.068 -1.315 -0.397  0.000
C -3.772 -1.685 -0.722  0.001
C -0.053 -2.097 0.741  0.002
C 0.696 -3.270 0.694  0.000
C 1.246 -3.812 1.849  0.000
C 1.043 -3.191 3.071  0.000
C 0.283 -2.030 3.136  0.000
C -0.257 -1.488 1.980  0.001
H 1.225 -0.011 -1.364  0.015
H -2.601 -2.672 -3.036  0.000
H -2.070 -4.101 -4.947  0.000
H 0.277 -4.685 -5.457  0.000
H 2.096 -3.818 -4.020  0.000
H 1.571 -2.407 -2.086  0.000
H -2.119 0.980 0.515  0.008
H -4.431 1.677 1.049  0.000
H -6.326 0.194 0.467  0.000
H -5.891 -1.981 -0.625  0.000
H -3.605 -2.652 -1.180  0.000
H 0.847 -3.776 -0.252  0.000
H 1.828 -4.724 1.795  0.000
H 1.467 -3.614 3.974  0.000
H 0.110 -1.551 4.092  0.000
H -0.850 -0.581 2.048  0.001

Summary:
**Highest occupied orbital energy (alpha / beta)**: -7.1 / -8.1 eV
**2S+1**: 5